[1]
This record from the Open Molecules 2025 dataset describes a structure of composition C46H40N6O3STa in a non-equilibrium geometry. The level of theory is ωB97M-V/def2-TZVPD.

E_HOMO, eV: -13.89
2S+1: 1
Charge: +3
Maximum force, eV/A: 1.16
DFT total energy, Eh: -2785.5749
Lowest unoccupied orbital energy, eV: -9.1932

Each line ends with the Mulliken charge.
Element x y z (Å)
1 Ta -0.7271 0.6462 -1.6312  0.338
2 C 2.1980 0.5628 0.7581  -1.805
3 C 1.0512 -0.3247 1.1243  1.144
4 C 1.2939 -1.3347 2.0636  -0.919
5 C 0.2798 -2.1497 2.4963  -1.195
6 C -1.0106 -1.9134 2.0272  -1.249
7 C -1.1969 -0.9009 1.1204  0.695
8 N -0.1868 -0.1368 0.6294  0.921
9 C -2.5426 -0.5465 0.6190  0.246
10 C -3.7140 -0.8956 1.2634  -0.659
11 C -4.9184 -0.4191 0.7706  -1.409
12 C -4.9232 0.4390 -0.3188  -0.699
13 C -3.7263 0.7582 -0.9284  0.343
14 N -2.5598 0.2277 -0.4850  1.242
15 C -3.6065 1.7479 -2.0242  0.460
16 C -4.6932 2.3039 -2.6554  -0.723
17 C -4.4718 3.2859 -3.6181  -1.026
18 C -3.1799 3.6540 -3.9163  -0.934
19 C -2.1119 3.0224 -3.2820  0.749
20 C -0.7050 3.3469 -3.6845  -1.334
21 N -2.3358 2.1004 -2.3343  0.756
22 H 2.4637 1.1674 1.6279  0.545
23 H 1.9691 1.2297 -0.0637  0.018
24 H 3.0687 -0.0405 0.5045  0.548
25 H 2.3001 -1.4502 2.4445  0.699
26 H 0.4690 -2.9484 3.2013  0.574
27 H -1.8342 -2.5275 2.3600  0.521
28 H -3.6894 -1.4978 2.1590  0.585
29 H -5.8477 -0.6790 1.2604  0.500
30 H -5.8486 0.8727 -0.6656  0.534
31 H -5.6995 1.9874 -2.4261  0.550
32 H -5.3072 3.7388 -4.1350  0.511
33 H -2.9745 4.4081 -4.6640  0.612
34 H -0.6461 3.4738 -4.7648  0.594
35 H 0.0214 2.5831 -3.4019  0.000
36 H -0.3960 4.2823 -3.2211  0.334
37 C 3.3358 -5.8857 5.1788  -0.757
38 O 2.9701 -6.8322 4.1712  -0.401
39 C 3.0013 -6.4756 2.8903  0.823
40 C 2.7254 -7.5027 1.9769  -0.749
41 C 2.7846 -7.2446 0.6327  -0.060
42 C 3.0549 -5.9458 0.1758  0.011
43 C 3.3334 -4.9207 1.0856  -0.590
44 C 3.3194 -5.1789 2.4390  -0.538
45 N 3.0990 -5.8163 -1.2197  -0.925
46 N 3.2239 -4.6962 -1.7220  0.148
47 C 2.7541 -3.4683 -1.7184  0.166
48 C 3.5888 -2.3658 -2.0429  -0.813
49 C 3.0753 -1.0886 -2.1508  -0.783
50 C 1.7258 -0.8732 -1.9431  0.530
51 O 1.0646 0.3500 -2.0276  -0.291
52 C 0.8612 -1.9136 -1.6860  -0.058
53 N -0.4781 -1.5915 -1.6165  0.432
54 C -1.3593 -2.5871 -1.5118  -0.080
55 C -0.9888 -3.9190 -1.4462  -1.676
56 C 0.3597 -4.2479 -1.4855  -0.360
57 C 1.3181 -3.2486 -1.5893  1.063
58 H 3.1662 -6.3883 6.1243  0.251
59 H 2.7069 -4.9957 5.1199  0.264
60 H 4.3885 -5.6191 5.0833  0.357
61 H 2.5120 -8.4908 2.3596  0.482
62 H 2.6314 -8.0287 -0.0974  0.512
63 H 3.6258 -3.9430 0.7228  0.530
64 H 3.6088 -4.4117 3.1418  0.536
65 H 4.6354 -2.5541 -2.2319  0.580
66 H 3.7225 -0.2644 -2.4233  0.586
67 H -2.4070 -2.3097 -1.5071  0.547
68 H -1.7495 -4.6835 -1.3954  0.497
69 H 0.6567 -5.2898 -1.4766  0.666
70 O -0.2449 2.4995 -0.7604  -0.694
71 S -0.6954 3.0230 0.6505  0.378
72 C 0.7853 3.4496 1.4953  0.789
73 C 1.8811 3.9752 0.8190  0.113
74 C 2.9874 4.3523 1.5581  -0.986
75 C 2.9855 4.2078 2.9446  -0.541
76 C 1.8850 3.6757 3.6001  -0.860
77 C 0.7665 3.2853 2.8723  -0.391
78 C -1.4304 4.5869 0.3369  0.944
79 C -2.5711 4.8729 1.0743  -0.528
80 C -3.1497 6.1302 0.9437  -0.863
81 C -2.5908 7.0610 0.0829  -0.546
82 C -1.4467 6.7542 -0.6529  -0.986
83 C -0.8492 5.5142 -0.5239  -0.183
84 H 1.8778 4.0706 -0.2587  0.270
85 H 3.8521 4.7677 1.0584  0.469
86 H 3.8507 4.5175 3.5152  0.465
87 H 1.8924 3.5648 4.6757  0.470
88 H -0.1004 2.8714 3.3735  0.476
89 H -3.0020 4.1359 1.7412  0.461
90 H -4.0340 6.3778 1.5144  0.470
91 H -3.0406 8.0401 -0.0128  0.468
92 H -1.0131 7.4949 -1.3113  0.492
93 H 0.0613 5.2823 -1.0576  0.338
94 C -1.2310 0.0481 -3.6550  -1.347
95 H -1.3150 0.9043 -4.3232  0.514
96 H -2.1857 -0.4913 -3.6857  0.424
97 H -0.4538 -0.6150 -4.0347  0.413

---

[2]
This record from the Open Molecules 2025 dataset describes a cluster of 18 separate species, C46H42BCl68FN2O9P2S in total in a non-equilibrium geometry. The level of theory is ωB97M-V/def2-TZVPD.

E_HOMO, eV: -8.14
2S+1: 1
Maximum force, eV/A: 5.62
DFT total energy, Eh: -35062.8049
Lowest unoccupied orbital energy, eV: -0.1965

Each line ends with the Mulliken charge.
Element x y z (Å)
1 C -3.2166 2.6478 7.6137  -0.458
2 C -2.9404 1.0586 7.7652  0.434
3 O -1.6582 0.9267 8.4467  -0.403
4 P -0.9328 -0.5987 8.2307  0.909
5 O -0.6506 -1.1557 9.6533  -0.790
6 C 0.7488 -0.3370 7.4245  -0.878
7 C 0.7100 -0.0883 5.8342  0.221
8 C -0.6621 0.5269 5.2800  0.093
9 C -0.5947 0.8774 3.7009  0.130
10 C -0.3013 2.2970 3.1395  0.181
11 B 0.0090 3.5189 4.1765  0.795
12 O -0.9974 4.0171 5.0804  -0.398
13 O 1.3508 4.0502 4.1833  -0.512
14 C 2.3310 3.1122 3.6694  -0.196
15 C -0.2857 2.6217 1.6255  -0.501
16 C -0.5482 1.4644 0.6239  -0.079
17 C -0.5507 1.6304 -0.9708  -0.904
18 C -2.0343 1.8706 -1.5646  0.397
19 O -2.7664 0.8792 -1.8315  -0.569
20 N -2.4208 3.2768 -1.7908  0.473
21 C -3.0599 3.7512 -0.5195  -0.598
22 C -3.4254 3.3927 -2.9035  -0.406
23 C -0.8106 0.0463 1.1775  0.154
24 C -0.8468 -0.3177 2.7073  -0.277
25 N -1.1175 -1.6972 3.1329  -0.131
26 C -0.2298 -2.6842 2.5049  -0.209
27 C 0.5397 -3.7021 3.3772  0.248
28 C 0.4270 -3.7949 4.9783  1.769
29 C -0.7166 -4.8672 5.4272  -1.117
30 F 1.7399 -4.1841 5.4502  -0.367
31 C 1.4817 -4.7008 2.6650  -0.734
32 C 1.6787 -4.7410 1.1318  0.523
33 P 2.9172 -5.9978 0.3811  0.473
34 O 4.3532 -5.0245 0.1950  -0.336
35 O 3.3441 -7.1876 1.5351  -0.498
36 C 0.8731 -3.7477 0.2020  0.225
37 C 0.9779 -3.7330 -1.3816  -0.762
38 C 0.0133 -5.0304 -1.9822  0.525
39 C 0.8596 -6.1220 -2.9348  -0.561
40 O 0.3564 -6.3969 -1.4380  -0.405
41 C -0.0658 -2.7335 0.9325  0.100
42 S -1.0815 -1.4137 0.0424  -0.211
43 O -1.8682 -1.7321 7.3771  -0.263
44 C -2.9721 -2.2623 8.1704  -0.455
45 C -4.2670 -2.2790 7.1746  -0.788
46 H -3.9117 2.7862 6.7181  -0.040
47 H -3.6088 3.1255 8.5784  0.296
48 H -2.2101 3.1480 7.3378  0.117
49 H -3.0256 0.4918 6.7809  -0.127
50 H -3.7582 0.6787 8.4925  0.127
51 H 1.3340 -1.3217 7.5843  0.268
52 H 1.3585 0.4750 7.9443  0.490
53 H 1.5313 0.6968 5.6101  -0.053
54 H 1.0602 -1.0344 5.2695  0.060
55 H -1.5610 -0.1985 5.3706  -0.337
56 H -0.9395 1.4335 5.9209  -0.034
57 H -0.5318 4.6917 5.6322  0.250
58 H 2.3059 3.0216 2.5181  0.191
59 H 3.4030 3.4749 3.9108  0.272
60 H 2.2629 2.0630 4.1491  -0.020
61 H -0.0842 3.6917 1.2674  0.431
62 H -0.1654 0.6817 -1.5039  0.292
63 H 0.1600 2.5118 -1.1972  0.382
64 H -4.2021 3.5742 -0.5668  0.249
65 H -2.9188 4.8989 -0.4920  0.148
66 H -2.5898 3.3031 0.4193  0.182
67 H -2.8977 3.0254 -3.8538  0.218
68 H -4.3342 2.7196 -2.6655  0.313
69 H -3.8061 4.4628 -2.9858  -0.143
70 H -1.1441 -1.8046 4.1544  -0.011
71 H 0.0819 -2.7929 5.4365  -1.436
72 H -1.4965 -4.9589 4.5999  0.274
73 H -0.1637 -5.8613 5.5892  0.417
74 H -1.1446 -4.4527 6.4136  0.215
75 H 2.0547 -5.4387 3.3389  -0.006
76 H 4.1375 -4.1323 0.5738  0.294
77 H 3.5546 -6.8028 2.4158  0.286
78 H 0.5459 -2.7847 -1.8402  0.329
79 H 2.0272 -3.9278 -1.7921  0.398
80 H -1.1134 -4.7855 -2.2958  0.253
81 H 0.3418 -7.0718 -3.3067  0.263
82 H 2.0060 -6.0131 -2.8642  0.118
83 H -3.2202 -1.5229 9.0013  0.402
84 H -2.7697 -3.3248 8.5244  0.427
85 H -4.4193 -3.2958 6.6710  0.289
86 H -5.2036 -1.8602 7.6729  0.271
87 H -4.0131 -1.5466 6.3143  0.154
88 C 8.1003 -4.5579 1.7870  0.198
89 Cl 7.6772 -5.2973 0.2293  0.015
90 Cl 9.1400 -5.6659 2.7080  -0.098
91 Cl 8.9670 -3.0331 1.4972  -0.072
92 Cl 6.6188 -4.2304 2.7122  -0.081
93 C -6.3737 6.8679 -3.4834  0.176
94 Cl -6.0615 6.0231 -1.9512  -0.059
95 Cl -4.9255 6.7886 -4.5105  -0.046
96 Cl -7.7364 6.0938 -4.3196  -0.046
97 Cl -6.7728 8.5653 -3.1517  -0.031
98 C -2.0865 -1.9908 -4.1860  0.249
99 Cl -3.8183 -1.6460 -4.3742  -0.095
100 Cl -1.7479 -2.4217 -2.4951  -0.083
101 Cl -1.6324 -3.3442 -5.2455  -0.101
102 Cl -1.1437 -0.5510 -4.6282  -0.112
103 C -10.1207 9.7445 -0.9799  0.289
104 Cl -11.8542 10.0844 -1.1744  -0.097
105 Cl -9.7832 9.3417 0.7173  -0.094
106 Cl -9.6653 8.3766 -2.0160  -0.019
107 Cl -9.1802 11.1780 -1.4471  -0.096
108 C -11.1294 8.3677 -6.1373  0.249
109 Cl -12.6551 8.6871 -6.9905  -0.104
110 Cl -11.1970 9.0830 -4.5128  0.009
111 Cl -10.8832 6.6129 -6.0027  -0.100
112 Cl -9.7808 9.0867 -7.0421  -0.029
113 C 7.9438 -4.4891 -4.0429  0.254
114 Cl 8.7796 -5.3094 -5.3780  -0.115
115 Cl 7.2844 -5.7031 -2.9288  -0.022
116 Cl 9.0890 -3.4450 -3.1757  -0.035
117 Cl 6.6178 -3.5015 -4.6938  -0.074
118 C -6.3346 11.7524 -7.9253  0.296
119 Cl -5.0812 12.9078 -7.4249  -0.097
120 Cl -7.9398 12.4596 -7.6390  -0.089
121 Cl -6.1482 11.3880 -9.6540  -0.095
122 Cl -6.1687 10.2544 -6.9831  -0.026
123 C 2.2352 -9.5751 -4.8417  0.187
124 Cl 3.0433 -10.4020 -6.1913  -0.064
125 Cl 1.5893 -10.7819 -3.7095  -0.108
126 Cl 3.4023 -8.5356 -3.9968  -0.013
127 Cl 0.9058 -8.5801 -5.4726  -0.025
128 C -0.7117 6.0977 -4.5615  0.273
129 Cl -1.7741 5.2109 -5.6761  -0.098
130 Cl -0.3559 7.7027 -5.2346  -0.091
131 Cl -1.5224 6.2794 -2.9920  -0.045
132 Cl 0.8041 5.1968 -4.3445  -0.086
133 C 9.9186 0.3066 -1.3943  0.281
134 Cl 8.4326 1.1004 -1.9590  -0.082
135 Cl 10.9368 -0.1054 -2.7923  -0.128
136 Cl 10.8058 1.4056 -0.3173  -0.059
137 Cl 9.4983 -1.1773 -0.5107  -0.030
138 C -6.0796 4.7943 4.6730  0.250
139 Cl -6.5950 6.3018 3.8859  -0.106
140 Cl -6.9531 3.4230 3.9562  -0.112
141 Cl -4.3324 4.5711 4.4393  0.006
142 Cl -6.4383 4.8799 6.4114  -0.057
143 C 5.8974 -8.0304 -8.1703  0.238
144 Cl 6.4291 -7.4229 -9.7524  -0.084
145 Cl 4.1523 -7.7590 -7.9847  -0.052
146 Cl 6.2426 -9.7700 -8.0577  -0.107
147 Cl 6.7636 -7.1693 -6.8825  0.031
148 C -6.9643 2.2310 9.8665  0.289
149 Cl -6.9246 2.2570 8.0901  -0.039
150 Cl -5.3141 2.0099 10.4840  -0.082
151 Cl -7.6222 3.7672 10.4686  -0.101
152 Cl -7.9907 0.8899 10.4183  -0.096
153 C -3.0155 -8.9740 -7.5248  0.311
154 Cl -2.3668 -10.5924 -7.1853  -0.089
155 Cl -2.2843 -7.7983 -6.4114  -0.034
156 Cl -2.6322 -8.5212 -9.1993  -0.095
157 Cl -4.7778 -8.9831 -7.3021  -0.098
158 C 14.7112 1.7326 0.0250  0.313
159 Cl 13.7002 0.7937 -1.0931  -0.015
160 Cl 15.0661 3.3204 -0.6888  -0.093
161 Cl 13.8459 1.9542 1.5614  -0.107
162 Cl 16.2321 0.8636 0.3223  -0.103
163 C 7.7491 -3.1402 -9.7536  0.195
164 Cl 8.0231 -3.9486 -8.1956  0.061
165 Cl 9.2270 -3.2272 -10.7361  -0.104
166 Cl 6.4176 -3.9412 -10.6144  -0.086
167 Cl 7.3290 -1.4392 -9.4626  -0.055
168 C 6.9353 1.7693 -6.6576  0.252
169 Cl 8.3342 2.1318 -7.6910  -0.087
170 Cl 6.9865 0.0623 -6.1705  0.016
171 Cl 6.9841 2.8002 -5.2113  -0.100
172 Cl 5.4364 2.0831 -7.5586  -0.098